Formula: C5H9NO
Source: the Open Molecules 2025 dataset
Level of theory: ωB97M-V/def2-TZVPD

Structure (XYZ):
```
16
Properties=species:S:1:pos:R:3:forces:R:3:nbo_charge:R:1
O -0.95414 -0.83222 -2.30240 4.0 2.5 -0.7 -0.55
C 0.08700 -0.01229 -2.27807 -5.2 -2.0 -2.6 0.24
C 0.59513 0.29860 -1.05512 1.2 0.3 4.4 -0.13
C 0.41490 -0.75577 0.01281 3.0 1.2 -1.1 -0.63
C 1.06632 -0.54549 1.31415 -4.6 0.8 1.7 0.04
C 0.29695 -0.11598 2.36586 4.6 0.6 0.6 -0.13
N 0.73331 0.49274 3.64343 0.2 -0.7 -1.1 -0.85
H 0.40845 0.54435 -3.20873 -0.3 -0.8 0.8 0.17
H 1.05291 1.29006 -0.71781 -0.5 -1.5 -1.0 0.23
H -2.58733 0.71706 -4.21205 -0.6 0.0 1.4 -0.01
H -0.66686 -0.99933 0.01926 0.0 0.2 0.5 0.40
H 0.78992 -1.70976 -0.40511 -0.2 0.0 -0.4 0.30
H -2.86688 0.70231 -3.47464 0.5 0.0 -1.4 0.01
H -0.68852 0.18567 2.26293 -2.3 -0.2 -0.8 0.19
H 0.63415 -0.09896 4.46971 0.0 0.1 -0.5 0.37
H 1.68470 0.83900 3.56578 -0.1 -0.4 0.2 0.37
```
Forces are in eV/Å.

The LUMO energy comes out at -3.07 eV. The energy above the lowest of the compared OMol25 structures with the same formula, charge and spin is 886.2 kJ/mol. For the HOMO-LUMO gap, the calculation gives 4.877 eV. As for the HOMO energy: -7.9 eV. The electronic energy is -325.6000 Ha.